1.
102
Properties=species:S:1:pos:R:3:forces:R:3 method="wB97M-V/def2-TZVPD" total_charge=+1 total_energy_ev=-84930.2700 gap_ev=6.7 multiplicity=1 mol_weight_da=791.89 lumo_ev=-2.8
In 0.1505 0.3680 -0.0263 0.2 -0.2 0.5
C -0.6187 -4.6377 2.6319 0.1 0.2 0.0
N -0.9136 -3.2035 2.5638 -0.2 0.0 0.1
C -2.0903 -2.6623 3.2528 0.0 -0.1 -0.2
C -0.2112 -2.3836 1.7883 0.0 0.1 0.2
O -0.4996 -1.1856 1.6466 -0.1 -0.1 -0.2
C 0.9008 -3.0100 0.9831 0.0 0.0 -0.2
O 1.6145 -2.0434 0.2516 0.0 0.0 -0.1
C 2.9221 -1.7887 0.7105 0.0 -0.1 -0.1
C 3.0827 -0.3373 1.0697 0.1 0.0 0.1
O 2.2342 0.4994 0.7223 -0.3 0.2 -0.3
N 4.2253 0.0203 1.6364 0.4 0.3 -0.2
C 4.4161 1.4030 2.0740 0.0 -0.2 0.0
C 5.2105 -0.9548 2.0938 -0.2 0.1 0.0
H -1.3350 -5.1078 3.2952 -0.1 0.0 0.0
H -0.7003 -5.1163 1.6533 0.0 0.0 0.0
H 0.3790 -4.8229 3.0338 0.0 0.1 0.0
H -2.4508 -3.3978 3.9659 0.0 0.0 0.0
H -1.8264 -1.7590 3.7862 0.1 0.1 0.0
H -2.8825 -2.4281 2.5383 0.0 -0.1 0.0
H 1.5545 -3.5946 1.6283 0.1 0.0 0.0
H 0.4407 -3.6915 0.2627 0.0 -0.1 0.0
H 3.1728 -2.4132 1.5676 0.0 0.0 0.0
H 3.6202 -2.0026 -0.1017 0.1 -0.1 -0.1
H 3.4937 1.9541 1.9397 -0.1 0.0 0.0
H 4.6783 1.4104 3.1310 0.0 0.0 0.0
H 5.2148 1.8755 1.4992 0.0 0.0 0.0
H 5.3732 -1.7390 1.3566 0.0 0.0 0.0
H 6.1541 -0.4390 2.2430 0.1 0.0 0.0
H 4.9067 -1.4026 3.0436 0.0 0.0 0.0
C 0.9122 -0.2412 6.7034 -0.1 -0.2 -0.1
S -0.3910 -0.3951 5.4612 0.1 0.3 -0.1
C 0.5365 0.0761 3.9849 0.2 0.3 -0.3
S 1.9828 -0.7457 3.6248 -0.2 -0.1 0.4
N -0.0327 1.0816 3.3897 -0.9 -0.2 0.8
N 0.1954 1.5473 2.1608 0.4 -0.3 -0.5
C 0.3250 2.8168 2.0641 0.2 0.0 0.0
C 0.5176 3.4682 0.7720 0.1 0.0 -0.2
C 0.5029 4.8570 0.6856 0.0 0.1 0.1
C 0.7171 5.4651 -0.5364 0.0 0.1 -0.1
C 0.9719 4.6759 -1.6502 0.0 0.1 0.1
C 0.9601 3.3053 -1.4907 0.1 -0.2 0.3
N 0.7282 2.7070 -0.3121 -0.1 0.0 -0.3
H 0.4684 -0.5237 7.6583 0.0 0.0 -0.1
H 1.7354 -0.9073 6.4590 0.0 0.0 0.0
H 1.2531 0.7904 6.7467 0.0 0.0 0.0
H 0.3187 3.4297 2.9584 -0.1 0.1 0.1
H 0.3089 5.4412 1.5783 0.0 0.0 -0.1
H 0.6814 6.5453 -0.6256 0.0 -0.1 0.0
H 1.1621 5.1080 -2.6234 0.0 0.0 0.0
H 1.1510 2.6468 -2.3312 -0.1 0.1 0.1
C -2.5965 -2.5635 -0.3932 -0.1 -0.2 -0.1
C -2.5896 -1.7850 -1.7118 0.0 0.1 0.0
C -3.9805 -1.9587 -2.3505 0.0 -0.1 0.0
C -1.5261 -2.4390 -2.6108 -0.1 -0.1 0.0
Si -2.1758 0.0796 -1.4817 0.8 0.1 0.2
C -1.8039 0.9295 -3.1694 -0.2 0.0 0.0
C -1.8767 2.4592 -3.0486 0.1 0.0 -0.2
C -0.3985 0.5648 -3.6665 -0.1 0.0 -0.1
C -2.8226 0.5016 -4.2437 0.0 0.1 0.0
C -3.3871 1.0453 -0.3602 -0.2 0.0 -0.1
C -2.7626 2.3447 0.1707 -0.1 0.0 -0.1
C -4.6657 1.3842 -1.1531 0.0 0.0 0.1
C -3.7815 0.1996 0.8642 0.0 0.1 0.0
H -2.6399 -3.6389 -0.6161 0.0 0.1 0.0
H -3.4581 -2.3253 0.2271 0.1 0.0 0.0
H -1.7045 -2.3649 0.1827 0.0 0.0 0.0
H -4.1680 -3.0303 -2.4980 0.0 0.1 0.0
H -4.0719 -1.4725 -3.3211 -0.1 -0.1 0.1
H -4.7740 -1.5763 -1.7011 0.1 -0.1 -0.1
H -1.7346 -3.5140 -2.6836 0.0 0.1 0.0
H -0.5159 -2.3188 -2.1976 -0.1 0.0 0.0
H -1.5354 -2.0415 -3.6272 0.0 -0.1 0.1
H -1.2415 2.8438 -2.2516 -0.1 0.0 -0.1
H -2.8934 2.8124 -2.8750 0.1 0.0 0.0
H -1.5348 2.9069 -3.9919 0.0 0.0 0.1
H 0.3794 0.9259 -2.9969 0.0 -0.1 0.0
H -0.2358 1.0180 -4.6532 0.0 0.0 0.1
H -0.2591 -0.5123 -3.7736 0.0 0.1 0.0
H -3.8570 0.6940 -3.9381 0.1 0.0 -0.1
H -2.7322 -0.5537 -4.5072 0.0 0.1 0.0
H -2.6340 1.0810 -5.1563 0.0 0.0 0.1
H -2.5200 3.0584 -0.6187 0.0 -0.1 0.1
H -1.8590 2.1472 0.7520 -0.1 0.0 0.0
H -3.4763 2.8304 0.8476 0.1 0.0 0.0
H -4.4676 2.0074 -2.0278 0.0 -0.1 0.1
H -5.3553 1.9395 -0.5052 0.0 -0.1 -0.1
H -5.1855 0.4845 -1.4949 0.0 0.1 0.0
H -2.9051 -0.1613 1.4181 -0.1 0.0 -0.1
H -4.4027 -0.6537 0.5843 0.0 0.1 0.0
H -4.3736 0.8200 1.5483 0.1 0.0 -0.1
C 5.0404 -0.3071 -2.8917 0.0 0.0 0.0
C 4.7631 0.8479 -2.1744 0.0 0.0 0.0
C 3.4564 1.0918 -1.7850 0.0 -0.3 -0.2
N 2.4452 0.2525 -2.0497 0.3 0.1 0.0
C 2.7293 -0.8578 -2.7355 -0.2 0.2 0.0
C 4.0009 -1.1739 -3.1863 0.1 0.0 0.0
H 6.0489 -0.5221 -3.2203 0.0 0.0 0.0
H 5.5458 1.5529 -1.9217 -0.1 0.0 0.0
H 3.2102 1.9848 -1.2252 0.0 0.0 0.0
H 1.8932 -1.5184 -2.9406 0.0 0.0 0.0
H 4.1680 -2.0768 -3.7588 0.0 0.0 0.0



2.
121
Properties=species:S:1:pos:R:3:forces:R:3 method="wB97M-V/def2-TZVPD" total_charge=+1 total_energy_ev=-335893.9806 gap_ev=0.8 multiplicity=1 mol_weight_da=1334.85 lumo_ev=-7.7
C -0.1956 2.5207 -3.2633 0.3 -0.4 0.1
C 0.4959 1.0711 -3.2783 -1.1 0.7 0.4
C -0.1206 0.1471 -2.1324 1.4 1.0 -2.2
O 0.6365 0.4311 -0.9168 -2.0 -0.8 0.2
C -0.1573 -0.1211 0.1783 1.1 -0.4 0.5
C 0.8286 -0.8204 1.2073 1.0 -0.2 0.9
C 0.7910 -2.3011 1.5026 2.0 1.8 1.7
C -0.2431 -3.2052 0.7671 -0.5 0.2 0.0
C -1.7943 -2.8208 1.0494 -0.3 -0.4 -1.2
C -2.6395 -3.2901 -0.2993 -0.8 1.0 -0.5
C -4.0720 -2.5728 -0.4342 -0.3 -0.7 -1.3
C -4.0027 -1.3503 -1.4652 -0.3 -0.6 0.5
C -5.1622 -0.2912 -1.2485 0.9 0.3 -0.7
C -4.4766 1.1630 -1.3482 -1.6 -0.3 1.5
C -4.1378 1.5721 0.1448 1.1 -0.7 -0.5
O -5.3342 1.7286 0.9399 1.1 0.9 0.3
C -5.0929 2.6994 1.9385 0.0 1.2 0.7
C -4.5260 2.2144 3.3372 -0.3 0.2 -1.2
O -5.2947 3.8754 1.6891 0.3 -2.0 0.3
C 1.7810 -2.8463 2.4914 -0.2 1.9 0.0
B 1.8651 -4.4250 2.8872 0.2 0.2 0.0
C 3.3408 -5.0982 2.7321 0.2 0.5 0.3
O 0.7346 -5.1417 3.3677 1.8 0.4 -1.1
C 2.8106 -1.9691 3.1731 -2.6 1.3 -2.7
C 2.7814 -0.5295 2.8183 -0.9 -0.6 -0.7
C 1.8146 0.1011 1.8732 -0.5 -4.5 0.5
N 1.7683 1.5234 1.5610 1.7 -0.2 1.1
C 3.0758 2.1247 1.4404 3.5 1.2 -1.2
C 3.2728 3.2426 0.3044 1.9 -0.8 2.2
P 1.9101 3.8128 -0.8644 1.2 1.1 -2.2
N 2.6232 4.2494 -2.2261 -0.9 0.1 1.4
C 4.6815 3.9417 0.1331 -0.2 -1.5 0.6
C 5.8612 3.6057 1.0259 -3.9 -2.5 0.9
C 5.6865 2.5255 2.1144 -1.4 2.2 -2.0
C 6.9539 2.1833 2.9708 -0.7 -0.8 -0.5
P 8.1380 1.1721 1.8872 2.6 -1.1 -0.4
O 9.6078 1.5847 2.1468 -2.4 -0.1 -0.1
O 8.0558 -0.4565 2.2328 -0.9 2.9 -1.8
O 7.8280 1.3576 0.2611 0.1 -0.1 3.1
C 4.3112 1.8275 2.3112 -1.0 0.5 -1.7
S 4.0546 0.5583 3.6211 -0.5 0.5 -1.5
H -0.8192 2.6228 -4.1891 0.7 0.3 0.9
H -0.8874 2.6524 -2.3816 0.6 -0.2 -0.8
H 0.6104 3.3079 -3.1866 -1.1 -0.7 -0.5
H 1.6003 1.2213 -3.1396 -1.0 -0.5 -0.1
H 0.2843 0.6351 -4.2980 0.5 0.2 1.2
H 0.0211 -0.9178 -2.4806 -0.3 0.8 0.8
H -1.2049 0.4273 -2.0357 0.9 -0.5 0.1
H -0.8772 -0.8390 -0.2941 0.6 0.6 0.9
H -0.7143 0.6943 0.7335 0.4 -0.8 -0.7
H -0.1194 -4.3307 0.9618 0.4 1.8 -0.1
H -0.0578 -3.0673 -0.3443 -0.3 -0.2 1.3
H -2.2790 -3.3932 1.9306 1.5 2.9 -1.0
H -1.9429 -1.7270 1.2732 0.0 -1.2 -0.4
H -2.0708 -3.0635 -1.2526 -0.4 -0.2 1.2
H -2.8323 -4.4412 -0.3244 0.6 4.0 -2.1
H -4.5634 -2.3004 0.5412 0.8 -0.1 -0.7
H -4.7627 -3.3275 -0.9335 0.7 0.7 0.7
H -2.9616 -0.9180 -1.3611 -1.2 0.0 -0.1
H -4.0876 -1.7194 -2.5311 0.4 0.2 1.2
H -5.9588 -0.4052 -2.0369 1.0 0.1 0.8
H -5.6730 -0.4708 -0.2625 0.7 0.5 -0.8
H -3.5585 1.1401 -2.0005 -0.9 0.1 0.7
H -5.2205 1.9366 -1.7225 0.8 -0.8 0.2
H -3.4866 2.4928 0.1722 -0.8 -0.6 0.0
H -3.5468 0.7297 0.6252 -0.4 0.7 -0.6
H -3.5338 1.7121 3.1168 -1.1 0.4 0.4
H -4.3729 3.1324 3.9665 -0.1 -0.9 -0.7
H -5.2221 1.4710 3.8300 0.9 0.6 -0.7
H 4.1222 -4.2923 2.5647 -1.0 -0.9 0.1
H 3.6654 -5.6233 3.6835 -0.4 0.2 -1.2
H 3.4010 -5.7650 1.8235 -0.1 0.4 1.1
H 1.0252 -6.0743 3.4096 -0.4 0.4 0.3
H 3.5354 -2.3995 3.9131 -0.8 0.6 -0.9
H 1.2014 2.0247 2.2623 0.1 -0.4 -0.4
H 1.2777 4.9612 -0.2791 0.0 -0.8 0.4
H 0.9258 2.7942 -1.0136 0.6 0.1 0.8
H 2.4364 5.2476 -2.3871 0.3 -0.5 -0.2
H 4.8118 4.7141 -0.6930 -0.1 -1.0 0.8
H 6.8283 4.1211 0.8296 -0.9 -0.5 0.4
H 6.6839 1.5594 3.8673 0.3 0.5 -0.9
H 7.5376 3.0722 3.3375 -0.6 -0.7 -0.6
H 7.8657 -0.8901 1.3677 0.1 -0.2 0.7
H 8.0995 2.2763 0.0518 -0.2 -0.5 -0.5
Cs -2.6656 -5.4062 1.3861 -0.9 -5.5 3.4
O 5.7744 4.0224 -2.3710 -0.1 0.0 1.6
H 4.8412 3.9046 -2.5859 -0.2 -0.1 -0.3
Mg 11.4125 2.3294 2.0239 -0.1 -0.1 0.0
C -5.6244 -1.5898 3.5940 0.3 0.4 0.0
O -5.6828 -0.4999 4.2195 0.5 -0.2 -0.4
O -6.6739 -2.4195 3.8994 -0.1 0.3 0.3
O -4.7848 -2.0066 2.7711 0.3 -0.1 -0.1
H -7.0715 -1.7836 4.5237 -0.6 -0.7 0.1
C -6.7483 3.0936 -4.4654 -0.2 1.5 0.0
C -7.0748 1.5799 -4.3621 0.5 -0.2 -0.2
C -8.5170 1.3416 -4.8881 -1.5 0.2 -0.3
O -7.0443 1.2418 -3.0927 0.1 0.0 -0.5
H -7.4381 3.7090 -3.8831 0.0 -0.2 0.0
H -5.7342 3.3013 -4.1181 -0.1 -0.4 0.1
H -6.8152 3.4195 -5.5075 -0.1 -0.4 0.0
H -6.4028 1.0730 -5.0719 0.2 -0.4 0.5
H -9.2647 1.8993 -4.3197 0.2 0.0 0.1
H -8.7805 0.2833 -4.8467 0.3 0.1 0.2
H -8.5899 1.6610 -5.9318 0.4 0.1 0.1
Mg 3.3228 4.1533 2.2250 0.8 0.9 0.8
O -0.8327 -7.4908 -2.7885 -0.2 -0.1 0.3
H -0.4087 -8.3462 -2.6675 0.0 0.1 -0.2
H -1.1388 -7.5100 -3.7069 0.1 0.0 -0.2
O -0.3190 -4.3334 6.3119 0.1 -0.1 -0.1
H -0.0870 -5.1560 6.7565 -0.1 0.1 0.1
H -0.1816 -4.5238 5.3764 0.0 0.1 0.0
F -1.2173 -7.6724 -6.0203 1.0 0.8 0.0
Al 0.1010 -6.6348 -6.5599 0.3 0.1 -0.4
F -0.4207 -4.9571 -6.5087 0.4 -1.4 0.1
F 0.5582 -7.0601 -8.1975 -0.4 0.4 1.5
F 1.4781 -6.8504 -5.4902 -1.2 0.2 -0.7
C 9.7546 6.8999 2.4317 0.0 0.6 0.1
Br 8.1359 6.6184 1.4221 0.1 -0.1 0.1
Br 9.4807 8.1483 3.8818 0.1 -0.3 -0.3
Br 10.5468 5.2343 3.0625 -0.1 0.0 0.0
H 10.4727 7.3519 1.7535 -0.1 -0.2 0.1



The following HOMO level values (in eV) correspond, in order, to the records above: -9.4 -8.5.